Computed, not measured: an isolated molecule of C23H30N2O2, with ωB97M-V/def2-TZVPD.

Results
* net charge: 0
* ΔE to the lowest compared entry with this formula, charge and spin: 43.9 kcal per mole
* highest occupied orbital energy: -0.283 hartree
* SMILES string: CCOc1cccc(CN2CCC[C@H](N3CCc4ccccc4C3)C2)c1O

Geometry (Å):
C (-8.26436, -1.80444, 0.68418)
C (-7.50187, -0.62493, 0.10122)
O (-6.12495, -0.93013, 0.16369)
C (-5.22354, -0.00911, -0.32246)
C (-5.53749, 1.22186, -0.86765)
C (-4.51864, 2.05137, -1.31682)
C (-3.20195, 1.65483, -1.22574)
C (-2.86660, 0.42070, -0.67974)
C (-1.42689, -0.01118, -0.58545)
N (-0.59204, 1.09305, -0.14184)
C (-0.82571, 1.47955, 1.23746)
C (-0.20400, 0.52346, 2.26379)
C (1.29043, 0.37106, 1.98939)
C (1.48975, -0.10821, 0.54855)
N (2.88156, -0.41831, 0.26703)
C (3.09608, -1.24352, -0.90391)
C (4.42949, -1.96732, -0.73675)
C (5.52998, -0.98872, -0.44753)
C (6.85984, -1.33388, -0.65426)
C (7.87661, -0.44080, -0.37490)
C (7.56888, 0.81684, 0.11745)
C (6.24866, 1.16718, 0.32579)
C (5.22114, 0.27314, 0.04927)
C (3.79303, 0.70564, 0.25104)
C (0.82335, 0.91733, -0.39734)
C (-3.88056, -0.41249, -0.22567)
O (-3.58638, -1.62929, 0.31793)
H (-9.33143, -1.60529, 0.65062)
H (-7.96536, -1.96882, 1.71614)
H (-8.05227, -2.70453, 0.11300)
H (-7.71059, 0.28631, 0.67858)
H (-7.80128, -0.45651, -0.94240)
H (-6.56296, 1.54573, -0.94769)
H (-4.76981, 3.01168, -1.74056)
H (-2.40379, 2.29588, -1.56351)
H (-1.37009, -0.89854, 0.06024)
H (-1.08411, -0.30265, -1.58414)
H (-1.90448, 1.55316, 1.39006)
H (-0.39349, 2.47749, 1.37075)
H (-0.36642, 0.91552, 3.26939)
H (-0.69352, -0.45039, 2.20205)
H (1.74471, -0.34223, 2.67921)
H (1.77412, 1.33969, 2.13247)
H (0.95368, -1.05968, 0.44226)
H (2.28736, -1.97331, -0.98514)
H (3.11637, -0.64834, -1.83453)
H (4.66289, -2.54759, -1.63211)
H (4.34760, -2.66210, 0.10399)
H (7.09476, -2.31607, -1.04030)
H (8.90609, -0.72248, -0.54074)
H (8.35686, 1.52165, 0.33882)
H (6.00536, 2.14886, 0.70840)
H (3.71563, 1.23757, 1.20182)
H (3.54997, 1.42400, -0.55775)
H (0.95400, 0.61384, -1.43950)
H (1.29497, 1.89651, -0.26217)
H (-4.42622, -2.03704, 0.57138)



Computed, not measured: C46H50F3N7OSbZn as an isolated structure, with ωB97M-V/def2-TZVPD.

Results
* net charge: +1
* highest occupied orbital energy: -0.367 hartree

Geometry (Å):
Zn (-1.51485, -0.50760, 0.70639)
O (-2.19758, -3.78873, 2.61792)
C (-3.21713, -3.27248, 1.70355)
C (-2.74971, -3.34634, 0.24939)
C (-3.05938, -4.50823, -0.48336)
C (-2.42509, -4.72532, -1.70084)
C (-1.67796, -3.67642, -2.23971)
C (-1.59654, -2.50296, -1.53821)
N (-2.02504, -2.33057, -0.28585)
H (-1.72862, -3.04018, 2.99856)
H (-3.45919, -2.24544, 1.98549)
H (-4.14194, -3.88264, 1.78125)
H (-3.72013, -5.28171, -0.06661)
H (-2.58236, -5.65635, -2.24595)
H (-1.15821, -3.70854, -3.15493)
H (-1.06295, -1.66482, -1.97146)
C (2.32944, 0.84941, 3.20583)
N (2.22034, -0.50922, 2.67931)
C (3.46034, -1.27800, 2.41618)
C (2.89476, -2.61987, 2.13270)
N (1.59877, -2.26869, 1.47959)
C (0.69249, -3.37372, 1.32522)
C (1.12898, -1.15581, 2.16261)
N (-0.13341, -0.81484, 2.23131)
C (-0.54664, 0.02322, 3.36438)
C (-2.03694, -0.06336, 3.51457)
N (-2.77983, 0.18173, 2.32372)
C (-3.63666, 1.16599, 2.22981)
N (-3.52306, 2.41743, 2.81493)
C (-2.26318, 3.11001, 3.12341)
C (-4.59894, 3.25829, 2.31466)
C (-5.65768, 2.26847, 1.82597)
N (-4.77916, 1.09675, 1.51635)
C (-5.52417, -0.11222, 1.29795)
H (3.37515, 1.14903, 3.09485)
H (2.11948, 0.89090, 4.28769)
H (1.72499, 1.49136, 2.58841)
H (4.06791, -1.32572, 3.28897)
H (3.97652, -0.81697, 1.58030)
H (2.67826, -3.19503, 3.01867)
H (3.48613, -3.27873, 1.47127)
H (-0.10268, -3.11919, 0.63563)
H (0.18036, -3.65634, 2.23521)
H (1.31212, -4.21331, 0.96817)
H (-0.27963, 1.04571, 3.19012)
H (-0.03018, -0.26681, 4.28260)
H (-2.28511, 0.58674, 4.33326)
H (-2.24205, -1.10061, 3.83455)
H (-1.75247, 2.72670, 4.02207)
H (-2.46506, 4.16193, 3.34150)
H (-1.55915, 3.08631, 2.25764)
H (-4.22247, 3.89003, 1.53863)
H (-5.00292, 3.88221, 3.11456)
H (-6.19138, 2.64796, 0.94553)
H (-6.36665, 2.03251, 2.62325)
H (-5.94221, -0.43236, 2.26670)
H (-4.91320, -0.90736, 0.88054)
H (-6.31952, 0.08906, 0.57183)
F (3.00602, -5.69633, -4.24006)
C (2.80366, -4.50764, -3.65295)
C (2.41691, -3.43001, -4.44226)
C (2.17259, -2.17036, -3.86504)
C (2.34805, -1.98399, -2.51910)
C (2.67908, -3.09314, -1.74924)
C (2.96445, -4.36127, -2.30160)
Sb (1.85273, -0.21898, -1.39948)
C (1.62652, 1.16391, -2.96667)
C (0.57554, 0.96918, -3.87130)
C (0.22072, 1.94298, -4.78961)
C (0.99412, 3.09845, -4.84391)
F (0.69945, 4.06487, -5.78613)
C (2.08695, 3.31722, -4.02836)
C (2.38708, 2.33248, -3.05739)
C (3.81983, 0.43108, -0.69038)
C (4.99537, -0.22565, -0.97507)
C (6.23378, 0.22970, -0.48862)
C (6.22025, 1.43602, 0.19265)
F (7.34641, 1.92498, 0.72967)
C (5.07152, 2.13309, 0.43186)
C (3.85949, 1.64343, 0.00214)
H (2.31987, -3.45846, -5.52798)
H (1.86850, -1.32954, -4.47786)
H (2.72473, -2.90535, -0.68317)
H (3.32389, -5.23756, -1.73833)
H (0.00254, 0.04270, -3.81301)
H (-0.56308, 1.78214, -5.48805)
H (2.63600, 4.22449, -4.07048)
H (3.22607, 2.48776, -2.38948)
H (5.03987, -1.14673, -1.53815)
H (7.17016, -0.29720, -0.61749)
H (5.13272, 3.11462, 0.90201)
H (2.93872, 2.21772, 0.23966)
C (0.56035, 4.53156, -0.20703)
C (0.81436, 3.46583, 0.66204)
C (0.18298, 2.26482, 0.45907)
C (-0.77850, 2.12649, -0.57835)
C (-1.47417, 0.87320, -0.70575)
C (-2.44823, 0.80967, -1.68167)
C (-2.77002, 1.89438, -2.52504)
C (-2.12567, 3.08972, -2.42995)
C (-1.06152, 3.22321, -1.43906)
C (-0.33844, 4.41512, -1.23784)
H (1.12160, 5.45632, -0.05024)
H (1.44408, 3.61466, 1.49696)
H (0.44471, 1.46510, 1.11578)
H (-3.07111, -0.06633, -1.80213)
H (-3.58556, 1.75863, -3.22767)
H (-2.36779, 3.93324, -3.10485)
H (-0.52262, 5.24455, -1.91716)